This record from the OMol25 dataset describes a single C5H6S molecule. The level of theory is ωB97M-V/def2-TZVPD.

Geometry as XYZ:
```
12
Properties=species:S:1:pos:R:3
C -3.644 -0.432 -0.049
C -2.281 0.004 -0.095
C -1.120 0.408 -0.004
C 0.251 0.877 0.029
C 1.299 -0.120 0.542
H -4.323 0.408 -0.112
H -3.888 -0.950 0.853
H -3.831 -1.128 -0.983
H 0.359 1.739 0.597
H 0.480 1.297 -0.984
H 1.141 -0.673 1.428
S 2.689 -0.320 -0.208
```

2S+1	1
E	-16114.6520	eV

Atom charges from the Mulliken analysis, given in e for atoms 1 to 6: number 1, C, carries -1.265; number 2, C, carries 0.735; number 3, C, carries -0.058; number 4, C, carries -0.774; number 5, C, carries -0.262; number 6, H, carries 0.297

---

This record from the OMol25 dataset describes a molecular structure, C44H50I2MoN5O3. The level of theory is ωB97M-V/def2-TZVPD.

Geometry as XYZ:
```
105
Properties=species:S:1:pos:R:3
Mo -0.172 0.076 -0.097
C -3.526 -4.312 -0.303
C -3.520 -2.785 -0.471
C -4.660 -2.414 -1.435
C -3.625 -2.098 0.889
C -4.881 -2.084 1.480
C -5.091 -1.498 2.713
C -4.005 -0.996 3.399
C -2.711 -1.026 2.876
C -1.631 -0.573 3.850
C -0.444 -1.525 3.946
C -1.251 0.897 3.626
C -2.536 -1.513 1.571
N -1.265 -1.491 0.861
C -0.810 -2.767 0.608
O -0.947 -3.751 1.299
C -0.143 -2.857 -0.734
C 0.096 -4.025 -1.425
C 0.694 -3.936 -2.678
C 1.098 -2.697 -3.164
C 0.860 -1.583 -2.387
N 0.201 -1.670 -1.234
C 1.466 -0.232 -2.621
O 2.082 0.003 -3.637
N 1.323 0.562 -1.517
C 2.229 1.695 -1.478
C 3.554 1.468 -1.054
C 4.455 2.525 -1.103
C 4.084 3.766 -1.589
C 2.791 3.957 -2.035
C 1.849 2.934 -1.992
C 0.480 3.179 -2.592
C 0.606 3.303 -4.114
C -0.202 4.413 -1.996
C 4.093 0.113 -0.618
C 4.963 -0.519 -1.716
C 4.911 0.210 0.674
H -3.435 -4.798 -1.276
H -4.473 -4.624 0.140
H -2.724 -4.663 0.346
H -2.579 -2.489 -0.946
H -5.566 -2.968 -1.192
H -4.385 -2.687 -2.455
H -4.903 -1.354 -1.418
H -5.714 -2.534 0.957
H -6.081 -1.464 3.148
H -4.143 -0.596 4.396
H -2.108 -0.620 4.830
H 0.070 -1.636 3.001
H -0.784 -2.519 4.242
H 0.263 -1.168 4.697
H -1.120 1.123 2.566
H -0.337 1.159 4.163
H -2.048 1.551 3.985
H -0.194 -4.965 -0.975
H 0.876 -4.831 -3.258
H 1.616 -2.570 -4.103
H 5.477 2.364 -0.787
H 4.807 4.568 -1.648
H 2.513 4.914 -2.455
H -0.130 2.301 -2.373
H 1.202 4.178 -4.379
H -0.375 3.420 -4.581
H 1.093 2.425 -4.540
H 0.432 5.294 -2.087
H -0.421 4.267 -0.939
H -1.133 4.635 -2.519
H 3.245 -0.553 -0.442
H 5.851 0.091 -1.890
H 4.432 -0.603 -2.659
H 5.294 -1.514 -1.409
H 5.901 0.623 0.478
H 5.062 -0.781 1.108
H 4.427 0.849 1.415
I 1.069 4.439 2.148
C 1.879 2.571 2.515
C 2.867 2.411 3.515
C 3.384 1.181 3.805
I 4.787 1.026 5.337
C 2.984 0.035 3.062
C 3.503 -1.265 3.212
C 3.080 -2.260 2.375
C 2.121 -1.976 1.398
N 1.576 -0.785 1.247
C 2.013 0.217 2.062
C 1.428 1.478 1.831
O 0.400 1.514 0.949
H 3.201 3.284 4.059
H 4.248 -1.461 3.972
H 3.472 -3.264 2.451
H 1.801 -2.763 0.729
C -3.861 1.122 -0.296
C -2.801 1.229 -1.398
C -3.110 0.345 -2.611
C -2.720 2.693 -1.830
N -1.543 0.765 -0.848
H -4.803 1.513 -0.678
H -3.562 1.719 0.567
H -4.008 0.100 0.033
H -4.113 0.565 -2.974
H -3.053 -0.711 -2.350
H -2.397 0.547 -3.412
H -3.722 3.007 -2.121
H -2.061 2.829 -2.683
H -2.384 3.322 -1.007
```

2S+1	1
total charge	+1
E	-78087.9444	eV

Atom charges from the Mulliken analysis, given in e for atoms 1 to 6: number 1, Mo, carries -1.873; number 2, C, carries -1.708; number 3, C, carries 1.987; number 4, C, carries -1.994; number 5, C, carries 0.977; number 6, C, carries -0.224